# 1
{
  "formula": "C14H17BN9OReS4Sb",
  "method": "ωB97M-V/def2-TZVPD",
  "total_charge": 3,
  "spin_multiplicity": 1,
  "gap_ev": 6.01,
  "symbols": ["Re", "C", "C", "N", "N", "C", "B", "N", "C", "C", "C", "N", "N", "C", "C", "C", "N", "H", "H", "H", "H", "H", "H", "H", "H", "H", "H", "S", "Sb", "S", "S", "S", "C", "N", "C", "C", "C", "N", "C", "O", "N", "H", "H", "H", "H", "H", "H", "H"],
  "positions_angstrom": [[-0.163156, 0.517831, -0.824131], [-0.642416, 0.212387, 3.585647], [-0.928453, -0.210277, 2.303736], [-0.208106, 0.497248, 1.405216], [0.544026, 1.376112, 2.119541], [0.296919, 1.221599, 3.421362], [1.417848, 2.423505, 1.382998], [2.403484, 1.636084, 0.496092], [3.733556, 1.669567, 0.424533], [4.157503, 0.760003, -0.537552], [2.998182, 0.189273, -1.018866], [1.923600, 0.722079, -0.386987], [0.463809, 3.201893, 0.438177], [0.107761, 4.486051, 0.472915], [-0.949248, 4.696201, -0.404663], [-1.215898, 3.455900, -0.936531], [-0.347622, 2.546380, -0.438933], [-1.062372, -0.147686, 4.509431], [-1.629432, -0.967651, 1.988259], [0.793890, 1.841492, 4.152634], [1.981412, 3.150442, 2.139825], [4.301002, 2.335971, 1.056740], [5.169556, 0.560566, -0.848647], [2.877418, -0.553989, -1.791920], [0.619324, 5.177182, 1.126356], [-1.450154, 5.626181, -0.613986], [-1.957860, 3.175687, -1.666691], [-3.267602, 2.629670, -4.063315], [-2.793036, 0.556381, -3.692991], [0.255462, 0.581366, -2.844605], [-2.447216, 0.206909, -0.795294], [-2.602769, -1.511805, -4.311926], [-3.054716, -4.080394, -1.109208], [-1.707022, -3.539574, -0.781168], [-0.662800, -4.384563, -0.488003], [0.510158, -3.908409, -0.052344], [0.657758, -2.499512, 0.086522], [-0.312355, -1.657747, -0.421802], [-1.498520, -2.220798, -0.735735], [-2.549538, -1.503474, -0.995109], [1.696790, -1.995477, 0.698003], [-3.025356, -5.157109, -0.977634], [-3.310130, -3.843602, -2.138149], [-3.795580, -3.655135, -0.438648], [-0.864870, -5.441489, -0.597955], [1.315698, -4.573761, 0.223557], [2.417018, -2.603107, 1.062938], [1.804048, -0.998409, 0.818298]],
  "forces_ev_per_a": [[-0.3, 0.3, 0.9], [0.0, -0.1, 0.0], [0.0, 0.1, -0.1], [0.1, -0.1, -0.1], [0.0, 0.1, 0.0], [0.0, 0.1, 0.0], [0.0, 0.0, 0.0], [0.0, 0.0, 0.0], [0.0, 0.1, 0.1], [0.0, 0.0, 0.0], [-0.1, 0.2, 0.0], [0.3, -0.1, 0.0], [-0.1, 0.1, 0.0], [0.2, 0.0, 0.1], [-0.1, 0.0, 0.0], [0.1, 0.0, 0.1], [0.0, -0.4, 0.0], [0.0, 0.0, 0.0], [0.0, 0.0, 0.0], [0.0, 0.0, 0.0], [-0.1, -0.1, -0.1], [0.0, 0.0, 0.0], [0.0, 0.0, 0.0], [0.0, 0.0, 0.0], [0.0, 0.0, 0.0], [0.0, 0.0, 0.0], [0.0, 0.0, 0.0], [0.1, -0.2, 0.1], [-0.2, 0.0, 0.0], [0.3, -0.1, -0.5], [-0.2, 0.1, -0.3], [0.0, 0.1, 0.1], [0.0, 0.0, 0.0], [0.0, -0.1, 0.0], [-0.2, -0.1, -0.1], [0.1, 0.1, 0.0], [-0.1, 0.1, -0.1], [-0.2, 0.1, 0.0], [0.2, -0.2, 0.0], [-0.1, 0.1, 0.1], [0.0, 0.0, 0.0], [0.0, 0.0, 0.0], [0.0, 0.0, 0.0], [0.0, 0.0, 0.0], [0.0, 0.0, 0.0], [0.0, 0.0, 0.0], [0.0, 0.0, 0.0], [0.0, 0.1, 0.0]]
}

# 2
{
  "formula": "C14H17ClF6N6O8PtS4",
  "method": "ωB97M-V/def2-TZVPD",
  "total_charge": 2,
  "e_above_lowest_kcal_mol": 37.2,
  "spin_multiplicity": 1,
  "gap_ev": 5.09,
  "symbols": ["Pt", "O", "Cl", "O", "O", "O", "N", "C", "S", "N", "C", "C", "C", "C", "C", "C", "H", "H", "H", "H", "H", "H", "H", "H", "N", "C", "H", "C", "N", "C", "C", "N", "C", "S", "H", "H", "H", "H", "H", "H", "H", "H", "F", "C", "F", "F", "S", "O", "O", "N", "S", "O", "O", "C", "F", "F", "F"],
  "positions_angstrom": [[-0.551922, 0.947514, 0.290035], [-1.786360, -2.059136, 2.172786], [-0.984613, -2.299114, 1.023754], [-0.029868, -3.314944, 1.222146], [-1.788928, -2.484315, -0.132860], [-0.099654, -1.030743, 0.764967], [-2.702817, -1.710594, -2.636685], [-1.747620, -0.845874, -2.358157], [-2.240284, 0.443721, -1.224568], [-0.603338, -0.822474, -2.992015], [-0.274803, -1.352851, -4.289475], [-1.235306, -1.659624, -5.243187], [-0.825759, -2.073502, -6.503112], [0.522644, -2.189053, -6.803426], [1.472924, -1.868712, -5.844782], [1.076963, -1.440699, -4.589841], [-3.536484, -1.731347, -2.069224], [-2.488694, -2.540871, -3.174542], [0.161553, -0.358743, -2.506697], [-2.289424, -1.517897, -5.050611], [-1.569903, -2.288533, -7.257441], [0.831640, -2.514927, -7.786742], [2.526027, -1.953950, -6.074627], [1.819060, -1.179913, -3.843859], [-0.456272, 3.810763, -0.759193], [-0.652222, 2.780955, -0.307780], [-0.257577, 4.723038, -1.138606], [-1.426054, 3.518852, 3.500271], [-1.363745, 2.159420, 4.007072], [-0.971347, 1.869404, 5.399073], [-1.012589, 0.328717, 5.463805], [-1.539372, -0.018498, 4.137824], [-1.659489, 1.044132, 3.379432], [-2.365470, 0.943348, 1.757129], [-0.615953, 4.092581, 3.945964], [-2.375373, 3.988921, 3.757232], [-1.307626, 3.517304, 2.420816], [-1.675613, 2.338826, 6.085694], [0.018464, 2.278305, 5.596466], [-1.667994, -0.048288, 6.244381], [-0.023623, -0.107905, 5.593832], [-1.641543, -0.955062, 3.767014], [2.602026, 2.539584, 3.715088], [3.200653, 1.603740, 2.981077], [4.261091, 2.093517, 2.391252], [3.507089, 0.571512, 3.743421], [1.961975, 1.090404, 1.709743], [0.734241, 0.806905, 2.458014], [1.772119, 2.245160, 0.841782], [2.609891, -0.107398, 0.983581], [2.455446, -0.222920, -0.581849], [1.121856, 0.311372, -1.078726], [3.558530, 0.245602, -1.337619], [2.399031, -2.089444, -0.871594], [3.311662, -2.358100, -1.779744], [2.639777, -2.732800, 0.240917], [1.202980, -2.415368, -1.357609]],
  "forces_ev_per_a": [[0.1, -2.8, 0.3], [0.0, 0.1, 0.1], [0.3, -0.3, 0.0], [-0.2, 0.3, -0.1], [0.1, 0.1, 0.0], [-0.7, 0.0, 0.1], [-0.3, 0.2, 0.1], [0.3, -0.2, 0.0], [-0.1, 0.2, 0.0], [0.1, 0.2, -0.2], [0.1, -0.2, 0.2], [-0.1, 0.1, 0.0], [0.0, 0.0, 0.0], [0.0, 0.0, 0.0], [0.0, 0.0, 0.0], [0.1, -0.1, 0.1], [0.0, 0.0, 0.0], [0.0, 0.1, -0.2], [-0.1, 0.3, -0.2], [0.0, 0.0, 0.0], [0.0, 0.0, 0.0], [0.0, 0.0, 0.0], [0.0, 0.0, 0.0], [0.0, 0.0, 0.0], [-0.3, 0.1, 0.1], [0.6, 0.2, 0.0], [-0.1, 0.0, 0.0], [0.0, 0.0, 0.0], [0.0, 0.1, 0.0], [0.0, 0.0, 0.1], [0.0, 0.0, 0.0], [-0.1, -0.1, 0.0], [0.0, 0.2, 0.0], [-0.2, 0.5, -0.1], [0.0, 0.0, 0.0], [0.0, 0.0, 0.0], [0.0, 0.0, 0.0], [0.0, 0.0, 0.0], [0.0, 0.0, 0.0], [0.0, 0.0, 0.0], [0.0, 0.0, 0.0], [0.0, 0.0, 0.0], [0.1, 0.0, -0.1], [-0.1, -0.2, 0.3], [0.0, -0.1, -0.1], [0.1, 0.0, 0.0], [0.5, 1.5, 0.0], [0.0, -0.1, -0.5], [0.0, 0.0, 0.2], [-0.2, -0.4, -0.2], [0.2, 0.2, -0.3], [0.0, 0.3, 0.5], [-0.1, 0.1, 0.0], [-0.1, -0.1, 0.0], [0.0, 0.0, 0.0], [0.0, 0.0, 0.0], [0.0, 0.0, 0.1]]
}

# 3
{
  "formula": "C14H17F3N2O",
  "method": "ωB97M-V/def2-TZVPD",
  "total_charge": 0,
  "e_above_lowest_kcal_mol": 102.0,
  "spin_multiplicity": 1,
  "gap_ev": 9.08,
  "symbols": ["C", "N", "C", "C", "F", "F", "F", "O", "H", "H", "H", "C", "C", "C", "N", "C", "C", "C", "C", "C", "C", "C", "C", "H", "H", "H", "H", "H", "H", "H", "H", "H", "H", "H", "H", "H", "H"],
  "positions_angstrom": [[-0.830899, 2.257402, 1.762569], [0.195537, 1.647357, 0.935367], [1.324269, 1.327340, 1.676180], [2.480685, 2.415463, 1.511275], [2.377547, 3.084064, 0.321524], [2.460303, 3.331241, 2.531416], [3.668393, 1.762311, 1.538981], [1.426950, 0.442162, 2.519909], [-0.497626, 3.234445, 2.202658], [-1.708522, 2.504400, 1.161706], [-1.172674, 1.576619, 2.584130], [1.171658, -1.706450, -2.958269], [1.881059, -0.353429, -3.133841], [1.244211, 0.653987, -2.179037], [0.482630, -0.152722, -1.194593], [-0.290004, 0.536069, -0.257411], [-1.161472, -0.381028, 0.577738], [-0.659120, -1.536328, 1.170954], [-1.567795, -2.481992, 1.695427], [-2.936089, -2.237772, 1.697487], [-3.400057, -1.017171, 1.212622], [-2.514279, -0.094259, 0.648029], [0.332158, -1.559205, -1.665994], [0.609606, -2.109279, -3.819109], [1.958749, -2.437763, -2.717788], [2.895453, -0.492400, -2.752416], [1.993651, 0.036696, -4.142743], [2.027232, 1.201206, -1.618664], [0.606765, 1.418978, -2.675164], [-0.796616, 1.396086, -0.815193], [0.422982, -1.714701, 1.247786], [-1.178720, -3.429068, 2.096371], [-3.640924, -3.011621, 2.038532], [-4.463321, -0.789777, 1.253678], [-2.897825, 0.847985, 0.255952], [-0.701941, -1.955614, -1.760200], [0.858055, -2.213249, -0.949873]],
  "forces_ev_per_a": [[-0.6, -0.1, 0.6], [1.8, -0.7, -1.3], [-0.3, -0.3, 1.9], [0.2, -0.6, -0.1], [0.3, -0.6, 1.4], [0.0, -0.9, -1.2], [-0.5, 0.8, 0.0], [0.4, 1.6, -1.9], [0.0, -0.9, -0.4], [0.1, -0.1, -0.1], [0.2, 0.5, -0.5], [0.1, 0.0, 0.2], [0.6, 0.2, 0.4], [-0.3, 0.3, 0.8], [1.4, 0.5, -0.6], [-2.2, 1.5, 0.7], [0.0, 0.2, -1.2], [-0.4, -0.7, 0.5], [0.9, 0.1, 0.0], [-0.2, -0.1, -0.2], [0.0, 0.1, 0.0], [-0.8, -0.5, 0.3], [0.5, -0.7, 1.0], [0.1, 0.6, 0.4], [-0.4, 0.1, -0.4], [0.1, 0.0, -0.3], [-0.3, -0.1, -0.1], [-0.4, 0.0, -0.4], [0.1, -0.4, 0.2], [-0.2, -1.3, 0.7], [-0.6, 0.1, -0.2], [-0.2, 0.5, -0.2], [0.4, 0.5, -0.1], [0.2, 0.0, -0.1], [0.1, -0.3, -0.1], [0.4, 0.7, 0.1], [-0.6, 0.1, 0.0]]
}

# 4
{
  "formula": "C14H17F4NO2",
  "method": "ωB97M-V/def2-TZVPD",
  "total_charge": 0,
  "e_above_lowest_kcal_mol": 0.0,
  "spin_multiplicity": 1,
  "gap_ev": 10.30,
  "symbols": ["C", "H", "H", "C", "H", "H", "C", "N", "C", "O", "C", "C", "C", "C", "C", "C", "H", "H", "H", "C", "H", "H", "O", "C", "C", "F", "F", "C", "F", "F", "H", "H", "H", "H", "H", "H", "H", "H"],
  "positions_angstrom": [[4.330308, -2.493082, -1.382268], [4.360979, -3.573490, -1.498960], [3.393117, -2.138375, -1.806321], [4.445858, -2.118001, 0.091144], [5.350442, -2.563336, 0.508086], [3.591290, -2.514863, 0.641932], [4.516014, -0.604591, 0.311054], [3.296839, 0.069835, -0.069703], [2.404683, 0.523611, 0.841108], [2.587156, 0.456775, 2.040562], [1.165840, 1.128021, 0.258052], [-0.011953, 1.012594, 0.985977], [-1.195265, 1.563096, 0.514561], [-1.194215, 2.240781, -0.698269], [-0.017584, 2.382681, -1.415238], [1.159462, 1.828791, -0.944495], [2.074116, 1.970769, -1.501888], [-0.020604, 2.928184, -2.347034], [-2.112527, 2.665378, -1.077293], [-2.466611, 1.389493, 1.304815], [-3.270532, 1.993148, 0.866146], [-2.315056, 1.697585, 2.342078], [-2.865653, 0.020884, 1.415197], [-3.071381, -0.646789, 0.207735], [-4.452144, -0.361453, -0.410451], [-4.509019, 0.896070, -0.930880], [-4.658219, -1.193577, -1.458330], [-5.584022, -0.503213, 0.628164], [-5.552932, -1.736759, 1.166651], [-6.791521, -0.347227, 0.057979], [-5.468892, 0.239241, 1.432019], [-2.308092, -0.396437, -0.541083], [-3.029897, -1.717587, 0.426416], [0.006388, 0.484637, 1.927589], [3.046489, 0.056080, -1.044593], [4.664995, -0.391473, 1.371895], [5.348761, -0.182306, -0.261006], [5.153367, -2.065109, -1.951351]],
  "forces_ev_per_a": [[0.0, 0.0, 0.3], [0.0, -0.1, -0.1], [-0.1, 0.0, -0.1], [0.0, 0.2, -0.1], [0.0, 0.0, 0.1], [0.0, 0.0, 0.1], [0.1, -0.3, 0.3], [0.2, -0.1, -0.4], [0.0, 0.1, -0.2], [-0.1, -0.1, 0.3], [-0.3, 0.1, 0.1], [0.1, 0.0, -0.1], [-0.1, 0.0, 0.0], [0.1, 0.0, 0.1], [0.0, 0.0, -0.1], [0.0, -0.1, 0.1], [0.1, 0.0, 0.0], [0.0, 0.1, -0.1], [-0.1, 0.0, 0.0], [0.0, 0.1, 0.1], [0.1, 0.0, 0.1], [0.0, 0.1, -0.1], [0.0, 0.1, 0.2], [-0.3, -0.2, -0.5], [0.2, -0.2, 0.3], [0.0, 0.3, 0.2], [0.0, -0.3, 0.1], [0.2, 0.6, 0.2], [0.2, -0.4, 0.1], [-0.2, 0.1, -0.3], [0.0, -0.2, -0.2], [-0.1, -0.1, 0.0], [0.0, 0.1, -0.1], [0.0, 0.0, 0.1], [-0.1, 0.1, 0.1], [0.1, 0.0, -0.2], [0.0, 0.0, 0.1], [0.1, 0.0, -0.1]]
}

| no. | calculated total energy (eV) | E_LUMO (eV) |
| --- | --- | --- |
| 1 | -82913.704 | -11.837 |
| 2 | -115504.161 | -9.166 |
| 3 | -27971.731 | 0.496 |
| 4 | -31249.555 | 0.592 |